Entry 1:
Formula: C14H15N3O3
Source: OMol25
Level of theory: ωB97M-V/def2-TZVPD

The geometry in ORCA input format:
```
! wB97M-V def2-TZVPD RIJCOSX def2/J DEFGRID3
* xyz 0 1
C 1.125 -2.306 0.155
C 2.648 -2.473 -0.070
O 3.270 -1.423 -0.790
C 3.055 -0.139 -0.218
C 2.179 0.658 -1.226
O 1.940 1.982 -0.794
C 0.594 2.395 -1.049
C -0.273 1.972 0.148
C -0.164 2.682 1.315
C -0.958 2.289 2.442
C -1.832 1.249 2.345
C -1.970 0.484 1.146
N -2.886 -0.535 1.148
C -2.899 -1.112 -0.003
O -3.820 -2.191 -0.145
C -4.723 -1.831 -1.031
N -5.474 -1.327 -1.768
C -2.096 -0.798 -1.146
N -1.242 0.190 -1.144
C -1.179 0.864 0.045
H 0.731 -3.237 0.595
H 0.631 -2.140 -0.813
H 0.911 -1.496 0.872
H 2.772 -3.379 -0.692
H 3.155 -2.705 0.888
H 4.030 0.378 -0.180
H 2.628 -0.152 0.796
H 2.720 0.603 -2.192
H 1.257 0.068 -1.366
H 0.232 1.983 -2.002
H 0.593 3.492 -1.123
H 0.531 3.525 1.336
H -0.848 2.840 3.380
H -2.453 0.981 3.204
H -2.184 -1.390 -2.063
*
```

The value obtained for the electronic energy is -25371.6077 eV. For the molar mass, the calculation gives 273.3 g mol⁻¹. As for the HOMO energy: -9.53 eV. The SMILES is CCOCCOCc1cccc2nc(OC#N)cnc12. For the relative energy (zero: lowest compared OMol25 entry of this formula, charge and spin), the calculation gives 313.1 kJ/mol. The frontier orbital gap is 8.67 eV.

Entry 2:
Formula: C42H48F3IrN8P2Se2
Source: OMol25
Level of theory: ωB97M-V/def2-TZVPD

The geometry in ORCA input format:
```
! wB97M-V def2-TZVPD RIJCOSX def2/J DEFGRID3
* xyz 3 2
Ir -1.063 -0.876 1.992
C -3.163 -0.432 4.625
C -1.952 0.326 5.149
N -0.975 0.571 4.056
C 0.408 0.704 4.527
C 1.398 0.505 3.399
N 1.284 -0.885 2.852
C 2.427 -1.213 2.004
C 1.763 -3.025 0.316
C 0.849 -3.700 1.309
N -0.565 -3.301 1.301
C -1.345 -4.183 2.184
C -1.307 -3.655 3.612
N -1.590 -2.190 3.731
C -2.881 -1.923 4.445
H -3.998 -0.308 5.314
H -3.458 0.005 3.676
H -2.254 1.257 5.630
H -1.441 -0.264 5.916
H -1.233 1.437 3.592
H 0.599 1.665 5.013
H 0.581 -0.064 5.289
H 1.211 1.199 2.577
H 2.405 0.684 3.787
H 1.268 -1.540 3.627
H 3.109 -0.372 1.903
H 2.989 -2.073 2.363
H 1.379 -3.072 -0.705
H 2.738 -3.508 0.333
H 0.947 -4.767 1.075
H 1.229 -3.578 2.325
H -0.912 -3.389 0.349
H -2.362 -4.246 1.822
H -0.961 -5.207 2.175
H -2.025 -4.222 4.207
H -0.324 -3.847 4.046
H -0.873 -1.809 4.337
H -3.683 -2.404 3.893
H -2.825 -2.402 5.427
Se 5.925 -0.536 -1.989
P 4.164 0.512 -2.168
C 3.350 0.407 -3.766
C 2.717 1.507 -4.345
C 2.138 1.384 -5.601
C 2.188 0.170 -6.272
C 2.811 -0.930 -5.691
C 3.397 -0.816 -4.441
C 4.257 2.210 -1.604
C 3.976 2.535 -0.279
C 4.224 3.815 0.192
C 4.759 4.770 -0.661
C 5.057 4.444 -1.978
C 4.818 3.163 -2.453
C 2.835 -0.224 -1.003
C 1.360 0.064 -0.684
N 0.961 -0.743 0.210
N 2.052 -1.560 0.557
N 3.202 -1.208 -0.275
P -0.052 1.161 -1.236
Se -0.984 1.584 0.660
C 0.465 2.635 -2.074
C 0.128 2.842 -3.415
C 0.430 4.054 -4.012
C 1.060 5.053 -3.283
C 1.379 4.855 -1.944
C 1.068 3.656 -1.331
C -0.888 0.040 -2.346
C -2.141 -0.468 -2.017
C -2.756 -1.376 -2.867
C -2.119 -1.777 -4.033
C -0.854 -1.291 -4.347
C -0.228 -0.387 -3.506
H 2.684 2.456 -3.826
H 1.660 2.239 -6.061
H 1.758 0.085 -7.262
H 2.861 -1.870 -6.225
H 3.919 -1.656 -3.999
H 3.588 1.784 0.403
H 4.016 4.067 1.224
H 4.964 5.767 -0.294
H 5.499 5.183 -2.633
H 5.092 2.904 -3.468
H -0.378 2.079 -3.989
H 0.158 4.225 -5.046
H 1.283 6.002 -3.754
H 1.852 5.643 -1.375
H 1.279 3.521 -0.279
H -2.636 -0.135 -1.115
H -3.737 -1.764 -2.625
H -2.611 -2.467 -4.706
H -0.355 -1.612 -5.252
H 0.761 -0.019 -3.759
F -7.874 0.170 1.989
C -7.403 -0.858 1.283
F -7.886 -1.989 1.796
F -7.827 -0.741 0.024
C -5.884 -0.861 1.313
C -5.180 0.324 1.208
C -3.802 0.301 1.284
N -3.081 -0.835 1.435
C -3.792 -1.971 1.476
C -5.171 -2.036 1.428
H -5.690 1.270 1.084
H -3.263 1.224 1.228
H -3.227 -2.874 1.533
H -5.671 -2.992 1.489
*
```

The value obtained for the electronic energy is -216490.3205 eV. For the molar mass, the calculation gives 1134.0 g mol⁻¹. As for the HOMO energy (spin up / spin down): -14.58 / -14.58 eV. For the relative energy (zero: lowest compared OMol25 entry of this formula, charge and spin), the calculation gives 615.8 kJ/mol. The frontier orbital gap (spin up / spin down) is 5.79 / 5.76 eV.

Entry 3:
Formula: C2H4OS2
Source: OMol25
Level of theory: ωB97M-V/def2-TZVPD

The geometry in ORCA input format:
```
! wB97M-V def2-TZVPD RIJCOSX def2/J DEFGRID3
* xyz 0 1
O -1.348 0.565 1.417
S 1.113 0.368 -1.023
S -0.735 -0.532 0.625
C -0.701 0.073 -1.076
C 1.020 -0.229 0.721
H -1.005 -0.677 -1.839
H -1.268 0.986 -1.213
H 1.264 0.553 1.463
H 1.661 -1.107 0.925
*
```

The value obtained for the electronic energy is -25855.1131 eV. For the molar mass, the calculation gives 108.2 g mol⁻¹. As for the HOMO energy: -9.11 eV. For the relative energy (zero: lowest compared OMol25 entry of this formula, charge and spin), the calculation gives 133.4 kJ/mol. The frontier orbital gap is 9.50 eV.

Entry 4:
Formula: C4H9N2O2
Source: OMol25
Level of theory: ωB97M-V/def2-TZVPD

The geometry in ORCA input format:
```
! wB97M-V def2-TZVPD RIJCOSX def2/J DEFGRID3
* xyz -1 1
C -0.425 -1.433 -0.397
N -1.431 -2.083 0.285
C 0.303 -0.325 0.315
C -0.403 0.576 1.272
N 0.885 0.456 -0.792
C 1.894 1.443 -0.443
O 2.099 2.391 -1.226
O 2.338 1.338 0.725
H 0.271 -2.010 -1.068
H -1.123 -0.756 -1.282
H -2.206 -1.420 0.251
H -1.882 -0.741 -1.770
H 1.173 -0.742 0.847
H 0.209 1.416 1.589
H -1.365 0.951 0.946
H -0.602 0.122 2.255
H 0.266 0.816 -1.507
*
```

The value obtained for the electronic energy is -11366.2362 eV. For the molar mass, the calculation gives 117.1 g mol⁻¹. As for the HOMO energy: -4.24 eV. For the relative energy (zero: lowest compared OMol25 entry of this formula, charge and spin), the calculation gives 475.6 kJ/mol. The frontier orbital gap is 6.39 eV.

Entry 5:
Formula: C5H11N
Source: OMol25
Level of theory: ωB97M-V/def2-TZVPD

The geometry in ORCA input format:
```
! wB97M-V def2-TZVPD RIJCOSX def2/J DEFGRID3
* xyz 0 1
C -0.689 2.145 1.124
C 0.196 1.033 0.564
C -0.624 -0.076 -0.090
N 0.232 -1.170 -0.599
C 0.504 -2.164 0.251
C 0.710 -1.048 -1.835
H -1.282 2.622 0.335
H -0.082 2.923 1.597
H -1.385 1.763 1.881
H 0.892 1.447 -0.176
H 0.802 0.585 1.359
H -1.209 0.305 -0.932
H -1.315 -0.516 0.636
H 1.284 -2.861 -0.027
H -0.199 -2.388 1.041
H 0.728 -0.073 -2.302
H 1.235 -1.894 -2.258
*
```

The value obtained for the electronic energy is -6851.1436 eV. For the molar mass, the calculation gives 85.1 g mol⁻¹. As for the HOMO energy: -6.63 eV. For the relative energy (zero: lowest compared OMol25 entry of this formula, charge and spin), the calculation gives 230.1 kJ/mol. The frontier orbital gap is 7.70 eV.

Entry 6:
Formula: C7H10
Source: OMol25
Level of theory: ωB97M-V/def2-TZVPD

The geometry in ORCA input format:
```
! wB97M-V def2-TZVPD RIJCOSX def2/J DEFGRID3
* xyz 0 1
C 1.315 -0.389 1.103
C 1.345 0.656 0.085
C 1.237 -0.749 -0.367
C -0.145 -0.493 -0.982
C -1.413 -0.727 -0.118
C -1.382 0.767 0.325
C -0.135 0.989 -0.559
H 2.261 -0.624 1.572
H 0.466 -0.477 1.765
H 1.929 1.552 -0.049
H 1.998 -1.370 -0.811
H -0.204 -0.760 -2.037
H -1.311 -1.468 0.683
H -2.296 -0.985 -0.711
H -2.260 1.343 0.014
H -1.232 0.941 1.397
H -0.173 1.793 -1.311
*
```

The value obtained for the electronic energy is -7418.0728 eV. For the molar mass, the calculation gives 94.2 g mol⁻¹. As for the HOMO energy: -9.33 eV. The SMILES is C1C[C@H]2[C@@H]1[C@H]1C[C@@H]21. For the relative energy (zero: lowest compared OMol25 entry of this formula, charge and spin), the calculation gives 285.8 kJ/mol. The frontier orbital gap is 10.57 eV.